[1]
C18H55N3O11 | ωB97M-V with the def2-TZVPD basis set

Calculated values
- SMILES = COCCNCCOC.COCCNCCOC.COCCNCCOC.O.O.O.O.O
- total charge = 0
- DFT total energy (eV) = -46544.1878
- frontier orbital gap (eV) = 8.86
- energy relative to the best compared isomer or geometry (same formula, charge and spin) (kcal per mole) = 94.2

Last column: Löwdin charge in e.
Positions of all 87 atoms, in Å:
C (2.5123, -6.3276, -1.3742)  -0.08
O (1.8298, -7.6201, -1.4864)  -0.21
C (0.5019, -7.6141, -2.0345)  -0.20
C (0.5762, -7.5891, -3.5883)  -0.19
N (-0.7447, -7.7865, -4.2277)  -0.07
C (-0.5958, -8.0814, -5.6760)  -0.20
C (-1.9584, -7.9710, -6.3935)  -0.21
O (-2.7420, -9.1367, -6.0365)  -0.19
C (-3.6708, -9.4090, -7.0724)  -0.12
H (1.9094, -5.6445, -0.7759)  0.08
H (2.8409, -5.8200, -2.2810)  0.08
H (3.4274, -6.4553, -0.7958)  0.08
H (-0.0574, -6.8244, -1.5328)  0.11
H (0.0387, -8.4822, -1.5656)  0.12
H (1.3225, -8.3375, -3.8545)  0.11
H (1.0201, -6.6455, -3.9058)  0.11
H (-1.1800, -8.6562, -3.9550)  0.10
H (-0.1758, -9.0782, -5.8100)  0.12
H (0.0582, -7.2781, -6.0153)  0.11
H (-1.7063, -7.8376, -7.4455)  0.11
H (-2.4989, -7.0688, -6.1071)  0.12
H (-4.4179, -10.1519, -6.7929)  0.08
H (-3.1996, -9.8603, -7.9455)  0.09
H (-4.2554, -8.5031, -7.2327)  0.09
C (6.3703, -0.4773, 3.3142)  -0.09
O (5.2728, -0.0070, 4.1427)  -0.19
C (4.3944, 0.8097, 3.3602)  -0.24
C (3.2606, 1.3543, 4.2162)  -0.22
N (2.3597, 0.2777, 4.6973)  -0.06
C (1.3509, 0.7568, 5.7595)  -0.15
C (2.0801, 1.0162, 7.0946)  -0.20
O (1.1250, 1.2634, 8.1888)  -0.20
C (1.3357, 0.3962, 9.3294)  -0.11
H (6.0637, -0.9889, 2.4019)  0.09
H (7.0929, -1.0340, 3.9108)  0.09
H (6.9363, 0.3958, 2.9892)  0.08
H (4.0183, 0.2549, 2.5007)  0.12
H (4.9316, 1.6321, 2.8878)  0.12
H (2.6486, 2.1317, 3.7587)  0.12
H (3.7500, 1.8195, 5.0719)  0.10
H (3.0405, -0.4155, 4.9732)  0.08
H (0.5208, 0.0782, 5.9560)  0.11
H (0.8837, 1.6307, 5.3054)  0.11
H (2.6813, 1.9192, 6.9881)  0.10
H (2.8316, 0.2567, 7.3099)  0.12
H (0.9683, -0.5977, 9.0740)  0.08
H (0.6706, 0.6806, 10.1448)  0.08
H (2.3372, 0.4790, 9.7517)  0.08
C (-2.8054, 4.7575, -1.4466)  -0.08
O (-3.5605, 5.6578, -0.5753)  -0.18
C (-2.8121, 6.4372, 0.3689)  -0.24
C (-3.5875, 7.2337, 1.4064)  -0.18
N (-4.4060, 8.2985, 0.7297)  -0.06
C (-5.0935, 9.0883, 1.6641)  -0.25
C (-4.2078, 10.0215, 2.4996)  -0.21
O (-3.4886, 10.9889, 1.7352)  -0.20
C (-2.8968, 12.1027, 2.3605)  -0.11
H (-2.3516, 5.2131, -2.3267)  0.07
H (-3.5395, 4.0925, -1.9017)  0.08
H (-2.0194, 4.2329, -0.9034)  0.08
H (-2.1922, 7.1889, -0.1197)  0.11
H (-2.0399, 5.8978, 0.9176)  0.11
H (-2.9448, 7.7283, 2.1348)  0.10
H (-4.1394, 6.5067, 2.0021)  0.12
H (-3.8337, 8.9291, 0.1866)  0.11
H (-5.7536, 8.3889, 2.1772)  0.12
H (-5.7989, 9.7137, 1.1170)  0.12
H (-3.5441, 9.4853, 3.1780)  0.11
H (-4.9002, 10.5341, 3.1674)  0.11
H (-2.6155, 12.7150, 1.5037)  0.09
H (-2.0135, 11.7978, 2.9217)  0.08
H (-3.5592, 12.6143, 3.0587)  0.08
O (2.5220, -1.2380, -2.8304)  -0.06
H (1.8446, -1.1449, -2.1606)  0.02
H (2.0443, -1.4850, -3.6222)  0.02
O (-2.5258, -4.2714, -3.6952)  -0.06
H (-2.2540, -5.1724, -3.8701)  0.01
H (-2.0518, -3.7480, -4.3414)  0.02
O (5.7432, 0.4771, -5.5959)  -0.05
H (5.1439, 0.5436, -4.8525)  0.03
H (6.4405, -0.1033, -5.2908)  0.03
O (0.1326, -0.8997, 0.6885)  -0.05
H (0.4786, -0.7697, 1.5714)  0.02
H (-0.7122, -1.3293, 0.8226)  0.03
O (0.5693, -2.0630, -6.9232)  -0.05
H (-0.1273, -1.5304, -7.3069)  0.03
H (1.0970, -2.3430, -7.6711)  0.03

Forces on the atoms, in the same order (eV/Å):
C -0.57 -0.73 0.65
O 0.93 1.16 -0.28
C 0.87 0.38 0.45
C -0.84 -0.45 1.13
N 0.39 -0.29 -0.64
C -0.90 1.53 0.77
C 0.98 -0.63 0.96
O 0.55 0.51 -0.96
C -0.62 -0.21 0.51
H -0.29 0.13 -0.16
H -0.48 -0.36 -0.50
H -0.08 -0.56 0.01
H -0.14 0.68 -0.65
H 0.03 -0.57 -0.75
H 0.00 -0.41 -0.12
H -0.33 0.23 -0.06
H -0.04 0.01 1.19
H 0.22 0.02 -0.41
H 0.18 -0.28 -0.64
H -0.46 -0.71 -0.43
H 0.00 0.09 0.28
H 0.22 -0.12 0.70
H 0.22 0.60 -0.33
H 0.10 0.10 -0.74
C -0.09 1.23 0.62
O 0.29 -0.32 -0.99
C -0.31 0.01 -0.35
C -0.29 -0.34 0.99
N -0.75 0.75 -0.09
C 1.97 -0.78 -0.50
C -0.93 1.25 0.32
O 1.21 -0.83 -0.11
C -0.97 0.60 -0.53
H -0.30 -0.35 0.24
H -0.56 -0.36 0.10
H 0.03 0.28 -0.20
H -0.29 -0.46 0.03
H 0.32 0.35 0.30
H 0.26 -0.05 -0.51
H 0.20 0.34 0.15
H -0.59 -0.58 0.82
H 0.30 -0.52 -0.36
H 0.18 0.28 0.35
H -0.07 0.25 0.11
H -0.46 -0.55 0.19
H 0.76 -0.39 -0.04
H -0.16 0.57 -0.21
H 0.22 -0.39 -0.39
C -0.67 0.80 0.56
O 0.67 -0.15 0.25
C 1.28 0.62 -0.36
C -0.80 0.42 -1.40
N 0.80 -2.04 -0.27
C -0.57 1.06 -0.25
C -0.56 0.63 1.38
O -0.90 -1.24 -0.82
C 0.01 -0.74 -0.12
H 0.19 0.80 0.22
H -0.02 -0.26 0.55
H -0.17 -0.20 0.13
H 0.01 0.16 -0.80
H -0.17 -0.94 0.03
H 0.78 -0.33 -0.15
H -0.94 0.35 -0.15
H 0.53 -0.38 -0.25
H 0.23 0.38 1.05
H -0.02 0.33 -0.11
H 0.36 -0.22 -0.10
H -0.13 0.37 0.24
H 0.09 0.37 0.44
H 0.26 0.05 0.06
H -0.28 0.16 -0.14
O 0.30 0.04 -0.02
H -0.19 0.05 0.30
H -0.11 -0.07 -0.27
O -0.19 0.17 0.15
H 0.14 -0.45 0.00
H 0.13 0.16 -0.15
O 0.02 0.11 -0.24
H -0.22 0.01 0.20
H 0.18 -0.14 0.05
O 0.10 0.05 -0.28
H 0.18 0.07 0.29
H -0.23 -0.12 -0.02
O -0.01 -0.09 0.27
H -0.19 0.17 -0.06
H 0.19 -0.08 -0.16



[2]
C2H4INO | ωB97M-V with the def2-TZVPD basis set

Calculated values
- SMILES = [H]/N=C(\I)OC
- total charge = 0
- DFT total energy (eV) = -13775.7397
- frontier orbital gap (eV) = 10.40
- energy relative to the best compared isomer or geometry (same formula, charge and spin) (kcal per mole) = 15.7

Last column: Löwdin charge in e.
Positions of all 9 atoms, in Å:
C (0.9743, -0.3497, -0.1423)  -0.90
C (-1.0120, 0.7662, 0.0596)  -0.17
N (0.3716, -1.4471, -0.0997)  0.13
O (0.3545, 0.9058, -0.1606)  -0.21
I (3.0285, 0.0744, -0.0903)  0.87
H (-1.6363, 1.6240, -0.3122)  0.10
H (-1.4194, 0.7076, 1.1320)  0.11
H (-1.5683, -0.0756, -0.3916)  0.08
H (0.9071, -2.2056, 0.0050)  0.00

Forces on the atoms, in the same order (eV/Å):
C -0.55 1.02 0.23
C -4.79 0.81 0.98
N -2.12 4.43 -0.31
O 0.32 -2.31 0.03
I 0.21 -0.24 -0.06
H 1.43 -0.19 -0.02
H 1.62 0.00 -0.90
H 1.20 0.00 -0.23
H 2.67 -3.52 0.27



[3]
C3H2CaFO | ωB97M-V with the def2-TZVPD basis set

Calculated values
- total charge = 0
- expectation value of S² = 0.7533
- DFT total energy (eV) = -26342.1712
- frontier orbital gap (alpha / beta) (eV) = 5.59 / 6.45
- multiplicity = 2

Last column: Löwdin spin population.
Positions of all 8 atoms, in Å:
C (1.2665, -1.1224, 0.8034)  0.00
O (-1.1708, -0.7061, 0.0114)  0.03
C (-0.4317, 0.2877, -0.1461)  0.07
C (0.9750, 0.0896, 0.3052)  0.01
F (2.4959, -1.6494, 0.6914)  0.00
H (0.6335, -1.7085, 1.4695)  0.00
H (1.6030, 0.9545, 0.5328)  0.00
Ca (-1.4021, 2.4133, -0.5724)  0.87

Forces on the atoms, in the same order (eV/Å):
C 0.53 0.19 0.25
O -0.25 0.77 -0.61
C -0.25 -0.66 1.36
C -0.25 0.00 0.84
F 0.19 0.39 0.81
H -0.27 -0.47 -1.13
H 0.64 -0.40 -1.34
Ca -0.35 0.18 -0.17



[4]
C3H13NO2 | ωB97M-V with the def2-TZVPD basis set

Calculated values
- SMILES = CCNC.O.O
- total charge = 0
- DFT total energy (eV) = -8905.2637
- frontier orbital gap (eV) = 10.82
- energy relative to the best compared isomer or geometry (same formula, charge and spin) (kcal per mole) = 49.9

Last column: Löwdin charge in e.
Positions of all 19 atoms, in Å:
C (-0.1274, 1.0344, 1.6429)  -0.09
C (-0.5885, 1.1493, 0.2083)  -0.11
N (0.2538, 0.0147, -0.7733)  -0.18
C (-0.2833, 0.2199, -2.1289)  -0.11
H (0.0384, 2.0006, 2.1170)  0.08
H (-0.9223, 0.5231, 2.1809)  0.08
H (0.7595, 0.4227, 1.7120)  0.05
H (-1.4336, 0.5122, -0.0152)  0.08
H (-0.4711, 2.0501, -0.3774)  0.10
H (1.2422, 0.2575, -0.8388)  0.11
H (-0.2641, 1.2636, -2.4494)  0.08
H (-1.3071, -0.1525, -2.2016)  0.09
H (0.3629, -0.3580, -2.7890)  0.09
H (1.8082, -1.9225, 1.4570)  0.05
H (1.3330, -0.8881, 0.5010)  -0.04
O (2.1100, -1.1156, 1.0265)  -0.07
H (-0.4608, -0.9419, -0.0665)  -0.04
H (-0.9282, -2.4869, 0.2711)  0.01
O (-1.1214, -1.5827, 0.5235)  -0.17

Forces on the atoms, in the same order (eV/Å):
C -0.78 0.42 -0.05
C 2.10 -3.20 -2.20
N -0.27 3.56 0.18
C 0.36 -0.59 0.03
H 0.12 0.04 -0.12
H 0.13 -0.04 0.22
H 0.22 0.14 0.24
H -1.31 1.38 0.57
H -0.32 0.37 0.38
H -0.11 0.12 0.28
H 0.02 0.05 0.06
H 0.11 -0.02 0.08
H -0.24 0.00 -0.30
H 0.20 -0.03 0.17
H 0.15 -0.25 0.01
O 0.04 -0.32 0.02
H -0.95 -2.19 0.96
H -0.03 -0.10 -0.10
O 0.58 0.67 -0.44



[5]
C6H11INO2 | ωB97M-V with the def2-TZVPD basis set

Calculated values
- total charge = +1
- DFT total energy (eV) = -20076.2090
- frontier orbital gap (alpha / beta) (eV) = 8.14 / 8.14
- energy relative to the best compared isomer or geometry (same formula, charge and spin) (kcal per mole) = 37.4

Last column: Löwdin charge in e.
Positions of all 21 atoms, in Å:
C (0.0838, -1.5654, -0.0049)  -0.34
C (-1.6504, 1.1360, -0.8895)  0.00
C (-1.3885, 1.1320, 0.5668)  -0.32
C (1.1014, 1.3144, 0.9789)  -0.15
C (1.8764, -3.1292, -0.2122)  0.05
C (-0.1596, 0.5492, 1.1892)  -0.72
N (-2.3959, 0.2287, -0.0244)  0.14
O (-0.9265, -2.0027, -0.4748)  0.11
O (1.2884, -1.8477, 0.1711)  0.01
I (-0.5480, -0.1506, 3.1733)  0.91
H (-2.2055, 1.9526, -1.3298)  0.14
H (-0.9538, 0.6576, -1.5631)  0.13
H (-1.8388, 1.9537, 1.1255)  0.16
H (1.2986, 1.4379, -0.0860)  0.09
H (1.0296, 2.3144, 1.4221)  0.10
H (1.9446, 0.8048, 1.4413)  0.08
H (1.3318, -3.5681, -1.0454)  0.11
H (1.8458, -3.7848, 0.6570)  0.11
H (2.9066, -2.9092, -0.4825)  0.11
H (-3.3853, 0.3866, 0.1525)  0.19
H (-2.1411, -0.7743, -0.1019)  0.13

Forces on the atoms, in the same order (eV/Å):
C -2.00 3.56 1.53
C 0.50 0.58 -0.41
C 0.41 0.49 0.35
C 0.05 0.14 0.17
C 0.15 -0.61 -0.16
C -0.25 -3.01 -1.39
N -0.77 -0.92 0.26
O 0.95 -0.64 -0.03
O 0.94 -0.22 0.08
I 0.11 0.29 -0.50
H -0.13 -0.05 0.13
H -0.01 -0.18 0.11
H -0.08 -0.13 -0.09
H 0.02 -0.01 -0.05
H 0.03 -0.03 0.06
H 0.00 0.01 -0.05
H -0.02 0.10 0.03
H -0.05 0.12 -0.05
H -0.16 0.03 0.01
H 0.19 0.17 -0.02
H 0.14 0.31 0.04